# 1
Density functional theory data (ωB97M-V/def2-TZVPD) for a molecular structure, C3H8O.

Output
* charge: 0
* relative energy (zero: lowest compared OMol25 entry of this formula, charge and spin): 109.5 kcal per mole
* orbital gap: 0.3958 Eh

Element x y z (Å)
C  1.4677  -0.6482  0.0235
C  0.7026  0.8224  -0.1077
C  -0.8514  0.5681  0.1461
H  1.3990  -1.0193  0.9458
H  2.6881  -0.3287  0.1890
H  1.1069  -1.1182  -0.6600
H  0.9371  1.4250  -1.1595
H  1.0285  1.3336  0.7084
H  -1.4834  0.8564  1.3780
H  -1.4945  1.2279  -0.7226
H  -2.0668  -0.6488  0.1262
O  -1.2536  -0.7727  -0.1471

=====

# 2
Density functional theory data (ωB97M-V/def2-TZVPD) for a molecular structure, C3H3BeFO2.

Output
* charge: 0
* relative energy (zero: lowest compared OMol25 entry of this formula, charge and spin): 0.0 kcal per mole
* orbital gap (alpha / beta): 0.3417 / 0.1887 Eh

Element x y z (Å)
H  -0.2460  1.0478  -1.9061
F  2.2890  1.0847  0.6308
O  0.0597  -0.1668  1.1245
O  -1.2004  -0.5519  -0.6517
C  0.1211  0.9372  0.2756
C  -0.4025  0.5684  -0.9286
C  -0.3598  -1.2295  0.2757
H  0.2732  1.9162  0.7208
H  0.5438  -1.3626  -0.5430
Be  -1.0780  -2.2437  1.0020

=====

# 3
Density functional theory data (ωB97M-V/def2-TZVPD) for a molecular structure, C44H60IrN4O2.

Output
* charge: +1
* relative energy (zero: lowest compared OMol25 entry of this formula, charge and spin): 19.8 kcal per mole
* orbital gap (alpha / beta): 0.1631 / 0.1650 Eh

Element x y z (Å)
Ir  -0.0076  -1.4296  -0.8699
C  0.4724  -0.3421  -3.7005
N  0.2813  -1.6445  -3.0451
C  -0.8859  -2.3764  -3.6274
C  1.4128  -2.5751  -3.1261
C  2.2809  -2.5737  -4.1990
C  3.4125  -3.3772  -4.1663
C  3.6882  -4.1076  -3.0239
C  2.8144  -4.1039  -1.9469
C  1.5947  -3.4232  -2.0215
N  0.6627  -3.3165  -0.9814
C  0.7952  -4.0253  0.1896
C  1.3630  -5.2920  0.3524
C  1.6315  -5.7727  1.6234
C  1.3346  -5.0192  2.7523
C  0.6615  -3.8138  2.6073
C  0.3472  -3.3524  1.3429
N  -0.4997  -2.1711  1.1422
C  -0.4185  -1.1720  2.2203
C  -1.9036  -2.6556  1.0125
H  0.4965  -0.4470  -4.7867
H  -0.3657  0.3044  -3.4292
H  1.4031  0.0991  -3.3522
H  -0.7571  -2.4176  -4.7122
H  -0.8958  -3.3862  -3.2256
H  -1.8084  -1.8787  -3.3815
H  2.0966  -1.9367  -5.0523
H  4.0957  -3.3820  -5.0027
H  4.6068  -4.6731  -2.9555
H  3.0911  -4.6086  -1.0366
H  1.5916  -5.8921  -0.5149
H  2.0885  -6.7462  1.7297
H  1.5858  -5.3807  3.7387
H  0.3808  -3.2511  3.4850
H  -0.8243  -1.5765  3.1480
H  0.6157  -0.8744  2.3724
H  -1.0100  -0.3047  1.9436
H  -2.1993  -3.1207  1.9569
H  -2.5617  -1.8291  0.7911
H  -1.9586  -3.3876  0.2118
C  -2.7083  5.1946  -0.1036
C  -3.5652  4.0797  0.5073
C  -3.3671  4.0699  2.0298
C  -5.0351  4.3811  0.2134
C  -3.1348  2.7182  -0.0394
C  -1.8237  2.3257  0.0340
C  -1.4516  1.0213  -0.3534
N  -0.1990  0.4677  -0.2708
C  0.9089  0.8944  0.3729
C  1.0211  2.0199  1.2403
C  2.2054  2.3279  1.8325
C  3.3386  1.4914  1.5775
C  3.3120  0.3602  0.8137
C  2.0602  0.0244  0.2110
O  1.9457  -1.0825  -0.4288
C  4.5155  -0.5697  0.6658
C  4.8431  -0.8038  -0.8163
C  4.1995  -1.9089  1.3530
C  5.7560  0.0210  1.3367
C  2.3015  3.5566  2.7412
C  1.2015  3.5005  3.8104
C  2.1164  4.8178  1.8856
C  3.6542  3.6478  3.4503
C  -2.4075  0.1144  -0.9126
O  -2.0161  -1.0915  -1.2245
C  -3.7460  0.5425  -1.0766
C  -4.0492  1.8034  -0.6021
C  -4.8903  -0.2216  -1.7663
C  -6.0755  -0.3376  -0.7962
C  -5.3143  0.5772  -3.0081
C  -4.5371  -1.6363  -2.2324
H  -3.0306  6.1618  0.2821
H  -2.8040  5.2124  -1.1894
H  -1.6517  5.0834  0.1409
H  -3.6745  5.0243  2.4575
H  -2.3201  3.9040  2.2902
H  -3.9583  3.2803  2.4953
H  -5.2878  5.3627  0.6133
H  -5.7019  3.6569  0.6824
H  -5.2382  4.4000  -0.8582
H  -1.0809  3.0392  0.3399
H  0.1582  2.6103  1.4849
H  4.2680  1.7533  2.0544
H  4.0327  -1.3039  -1.3427
H  5.7337  -1.4271  -0.8938
H  5.0500  0.1424  -1.3195
H  3.3569  -2.4179  0.8862
H  3.9665  -1.7543  2.4080
H  5.0696  -2.5634  1.2940
H  6.0183  0.9963  0.9243
H  6.5991  -0.6478  1.1674
H  5.6310  0.1216  2.4159
H  0.2046  3.6052  3.3819
H  1.3359  4.3158  4.5208
H  1.2386  2.5613  4.3632
H  1.1544  4.8108  1.3717
H  2.8991  4.8973  1.1307
H  2.1578  5.7072  2.5143
H  3.8328  2.7853  4.0943
H  3.6706  4.5383  4.0773
H  4.4819  3.7317  2.7463
H  -5.0704  2.1311  -0.7113
H  -6.5026  0.6294  -0.5369
H  -5.7740  -0.8334  0.1270
H  -6.8663  -0.9307  -1.2540
H  -5.7085  1.5587  -2.7483
H  -6.0906  0.0378  -3.5498
H  -4.4687  0.7244  -3.6807
H  -4.2015  -2.2744  -1.4159
H  -3.7693  -1.6164  -3.0003
H  -5.4281  -2.0860  -2.6708